Record 1
64
Properties=species:S:1:pos:R:3:forces:R:3 method="wB97M-V/def2-TZVPD" total_energy_ev=-65319.35410 spin_multiplicity=1 total_charge=+1 orbital_gap_ha=0.2618 homo_ev=-10.85 e_lumo_ev=-3.73 fmax_ev_per_a=1.05
C 1.9092 -0.8142 5.5025 0.022 -0.038 -0.070
N -0.1185 -1.1084 -5.2764 -0.024 0.028 -0.045
H 3.5514 3.2742 -1.4338 -0.008 0.000 -0.004
H -1.3922 0.2614 3.0504 0.034 0.020 0.021
H 1.3921 2.2960 -0.7630 0.030 -0.016 -0.010
H 3.4585 -0.3725 1.9107 -0.009 0.012 0.018
H 0.1105 -3.8157 4.5684 0.020 -0.009 -0.007
N 0.5384 -0.9190 -1.5466 0.098 -0.018 -0.128
C 1.8561 0.3460 4.7422 0.081 0.044 -0.098
C 4.6673 0.9893 0.7945 0.034 -0.005 0.011
C -0.2853 -2.3242 1.5197 0.122 0.035 -0.010
H 1.4329 -1.7809 -4.0241 -0.005 0.011 0.032
S 2.6103 -2.2855 4.8036 0.005 0.024 -0.050
O 0.7879 -2.3056 0.8401 0.254 0.274 0.144
N -0.3322 1.6634 1.9588 0.419 0.157 0.299
O 2.5554 -3.2810 5.8301 0.026 -0.001 0.015
H 0.1076 -1.7748 -6.0181 -0.018 0.031 0.031
C 0.2080 -3.0160 3.8346 -0.039 0.041 0.049
C 1.4682 -0.8142 6.8146 -0.077 -0.042 0.020
C 0.3671 -1.5859 -3.9178 -0.022 -0.001 -0.048
C 3.5267 2.4785 -0.6989 0.009 0.008 -0.019
C -1.1655 1.3147 2.9469 -0.118 -0.061 -0.116
H 0.6546 3.1947 0.9966 -0.009 -0.007 0.074
H -1.9028 4.3449 4.2460 -0.009 0.012 0.002
H -0.3388 4.9810 2.3895 0.002 0.012 0.001
Cl -2.7703 1.7257 5.0529 -0.025 0.003 -0.001
H 0.6243 0.3558 8.3918 -0.005 0.007 0.009
H -0.7169 2.8885 6.9834 -0.001 0.000 -0.003
H 5.6563 2.4444 -0.4331 0.003 0.000 -0.002
H -0.9961 -0.3416 -2.8038 0.001 0.004 -0.001
C 2.2622 0.9109 0.6407 0.145 0.237 -0.138
H 2.2275 0.3491 3.7234 0.000 0.003 0.030
H -1.5242 -3.6001 2.7190 -0.006 0.007 -0.030
H 1.5273 -1.7229 7.3969 0.019 -0.013 -0.001
C -0.4656 -3.4352 2.5249 -0.165 -0.024 -0.086
C 0.3464 2.7925 7.2169 -0.002 0.034 0.009
C 2.3101 1.9297 -0.3107 -0.006 -0.071 0.021
C 1.3657 1.5096 5.3058 -0.050 -0.029 0.005
H -0.0093 -4.3475 2.1438 0.025 -0.005 0.024
Pd 0.5897 0.0343 1.0613 -0.804 -0.653 -0.136
H 0.8564 3.6720 6.8240 -0.002 0.006 -0.004
H 5.5837 0.6160 1.2332 0.004 -0.002 0.006
H 0.3102 -0.2110 -5.5180 -0.017 -0.051 0.012
O 3.8379 -1.9295 4.1493 -0.045 -0.016 0.009
H 0.5616 0.4130 -3.1329 0.020 -0.010 -0.012
C 0.0812 -0.5302 -2.8486 -0.017 -0.037 -0.011
H 0.4448 2.7972 8.3014 0.001 -0.001 0.004
C 0.9645 0.3562 7.3637 -0.010 0.010 0.009
C 4.7084 2.0123 -0.1411 0.011 0.001 0.002
H -0.3024 -2.1294 4.2345 -0.011 -0.024 -0.009
N 1.6165 -2.7469 3.6034 0.044 -0.013 -0.050
H -0.1513 -2.5216 -3.7162 0.020 0.004 0.022
O -1.1056 -1.3645 1.4586 0.085 0.064 0.228
H 1.3569 2.4222 4.7206 -0.015 0.033 -0.022
H 1.5349 -1.1003 -1.4996 -0.053 0.037 0.054
C -0.0441 2.9568 1.7854 0.039 0.038 -0.082
H 0.0477 -1.6968 -1.1218 0.033 0.034 -0.030
H 1.8910 -2.4463 2.6751 0.002 0.030 0.056
C -0.5960 3.9482 2.5739 -0.035 -0.003 0.006
H -1.1327 -0.9736 -5.2735 0.054 0.000 0.002
C 0.9050 1.5311 6.6229 0.009 -0.019 -0.036
C -1.4614 3.6010 3.5976 0.025 -0.043 0.016
C -1.7400 2.2582 3.7797 0.028 -0.005 -0.001
C 3.4532 0.4348 1.1844 -0.119 -0.043 0.021

Record 2
16
Properties=species:S:1:pos:R:3:forces:R:3 method="wB97M-V/def2-TZVPD" total_energy_ev=-11003.40413 spin_multiplicity=1 total_charge=0 orbital_gap_ha=0.3737 homo_ev=-9.88 e_lumo_ev=0.29 fmax_ev_per_a=3.78
C 0.4034 -0.1627 -0.0293 -0.707 0.698 1.354
B -1.0776 -0.7298 0.0709 0.363 2.019 -0.333
C -1.2666 1.6162 0.0339 2.750 -0.963 2.404
H 1.4398 -1.9725 -0.3414 0.290 1.345 0.883
H -2.4005 -2.5098 0.0592 1.441 0.982 -0.113
C 1.5054 -0.8803 -0.0268 0.171 -2.017 -1.716
C 2.8032 -0.3175 -0.0041 0.930 0.027 0.773
H 0.6356 1.6852 -0.9230 0.525 0.296 -0.043
H 0.8286 2.0604 0.8459 -0.839 -2.182 -1.415
O -1.8650 0.3875 0.2276 -1.768 -2.119 0.261
H -1.5794 1.9580 -0.8914 -0.672 1.402 -1.559
H -0.6572 -2.7199 -0.1573 -1.981 1.121 0.334
H -1.4673 2.2049 0.9160 -0.615 0.751 -0.262
N -1.4701 -2.0432 -0.0220 0.543 -3.014 -0.176
C 0.2980 1.3478 0.0548 -0.231 1.583 -0.037
N 3.8697 0.0756 0.1869 -0.199 0.072 -0.354

Record 3
99
Properties=species:S:1:pos:R:3:forces:R:3 method="wB97M-V/def2-TZVPD" total_energy_ev=-74189.78221 spin_multiplicity=1 total_charge=0 orbital_gap_ha=0.3194 smiles="CN(C)P(=O)(N(C)C)N(C)C.CN(C)P(=O)(N(C)C)N(C)C.CN(C)P(=O)(N(C)C)N(C)C.CC#N.CC#N" homo_ev=-8.26 e_lumo_ev=0.43 fmax_ev_per_a=4.12
H -5.6237 -1.9742 4.3541 -0.582 0.582 -0.832
C -1.9682 -5.3882 5.0391 0.286 0.326 0.866
H 3.3488 -1.9605 -3.3117 0.372 -0.190 0.190
H -4.7502 -0.2039 6.0971 -0.025 -0.069 0.151
N 1.3093 -3.0098 2.6672 -0.116 0.044 -0.041
N -1.7991 -0.0410 -1.1032 -0.191 0.525 -3.359
H 1.6515 -1.5076 -3.1448 0.807 0.633 0.216
H -1.5008 1.8532 -7.0167 0.425 -0.444 -0.472
N -1.3220 -1.6897 5.7462 0.849 0.470 0.763
O 0.3852 5.1868 -5.1157 -0.483 -1.012 -0.806
C -4.0215 -0.9487 6.4324 -0.395 0.336 1.060
P -0.0751 3.8249 -5.5362 1.507 0.143 0.834
N 2.8935 -0.8477 -1.4970 -1.133 -1.132 -0.577
P -2.4485 -2.6769 5.0412 1.358 -0.144 -0.737
N 4.3011 0.2417 0.3426 1.630 -0.907 0.530
H 1.0482 -1.5308 -0.5661 0.473 -0.056 -0.254
N -3.8248 -1.9221 5.4202 -1.321 -0.759 -0.409
H 5.0686 -1.2787 1.5429 -0.158 -0.593 0.221
H -1.6064 0.4981 1.9644 -0.394 -0.020 -0.230
H -1.4864 1.2492 -3.4714 -1.580 -0.140 0.429
H 6.3044 -0.5100 0.6125 -0.260 -0.302 -0.598
H -1.4130 5.9427 -6.4940 -0.404 -0.342 -0.355
H -5.7209 -2.6232 5.9818 0.333 -0.142 -0.617
O 4.7700 0.7722 -2.2128 0.747 0.030 -1.028
H -1.4248 -5.0491 4.2283 0.866 0.380 -2.149
H -0.8977 0.3346 5.8738 0.008 0.457 0.053
H -4.0273 -5.0654 6.7587 -0.709 -0.491 -0.428
C 2.7051 -1.1689 -2.9491 -1.157 -0.126 1.147
C 0.4639 -3.5599 2.1174 -0.419 -0.619 -0.334
C -5.0989 -2.5696 5.0555 0.290 -0.406 1.322
H 3.0442 2.0201 -5.7094 0.209 -0.375 -0.585
H -4.3866 -1.4676 7.3297 -0.285 0.400 0.136
N -2.4130 -4.1881 5.7181 -0.707 -0.385 1.576
N -0.6209 3.0221 -4.2040 -0.591 -0.705 -0.422
C -0.5972 -4.2893 1.3975 -1.464 3.851 -0.038
C -1.6160 -0.4609 1.4355 2.212 0.484 0.400
N 2.7535 1.8183 -1.0871 0.430 0.540 -0.329
H -2.5383 -5.2062 7.5757 0.724 -0.368 0.252
C 1.5464 1.8182 -0.3022 0.633 -0.721 -0.538
H -1.4245 4.7173 -3.3836 -0.269 0.094 0.412
C -2.0851 5.0781 -6.6428 0.584 1.003 0.906
C -1.6976 -0.2432 -0.0028 0.028 -0.567 3.504
H 3.3618 3.9005 -0.8426 -0.324 -0.878 -0.867
H -4.9907 -3.5849 4.6595 0.257 0.260 0.025
H -0.2792 -0.4470 4.4264 1.146 -0.091 -0.741
H 2.2274 2.5465 -7.9343 -0.647 -0.108 0.494
H 0.5752 3.0628 -8.1874 -0.098 0.460 0.351
H -0.8113 -3.8034 0.4233 0.409 0.040 0.460
H 2.2320 3.4310 -2.2305 0.601 0.429 0.168
H -2.7197 5.0640 -5.7278 -0.104 -0.086 -0.594
H -0.5381 0.9775 -4.9199 0.450 0.688 1.198
C 4.7727 1.4066 1.1202 0.181 0.027 -1.416
H -2.3629 -1.1058 1.8355 -0.586 -0.515 0.166
H 0.5754 -2.3655 5.1891 0.119 -0.390 -0.013
C 0.0005 -2.1841 6.1007 0.241 -0.933 0.445
H 3.9705 2.9589 -2.2861 0.102 0.309 -0.119
H 0.5770 -1.4072 6.6297 -0.474 -0.249 0.160
C -3.1142 -4.5437 6.9626 -0.088 0.675 -0.262
H -2.2759 3.1406 -3.0858 -0.781 0.211 0.688
H 5.2694 1.0469 2.0186 -0.269 0.150 0.153
H 3.8982 1.9905 1.3081 -0.397 0.598 0.708
H -3.1226 -0.4393 6.7285 0.391 0.121 -0.140
H 0.1335 1.4602 -3.2344 1.148 -1.082 0.312
C 2.3024 2.6897 -5.3196 0.220 0.776 1.132
H -2.6882 5.1966 -7.5475 0.068 -0.096 0.171
C -1.3405 3.6645 -3.1232 1.113 0.589 -0.918
P 3.7423 0.4913 -1.2132 0.674 1.579 1.212
C -0.6255 1.5865 -3.9717 0.952 0.036 -1.939
C -1.0937 -0.3911 5.0977 -1.615 -0.493 0.341
C -2.0606 2.7565 -6.8645 -2.767 -2.235 0.460
H -0.6039 -0.8745 1.7123 -0.992 0.039 -0.464
H 2.7740 3.7057 -5.2144 -0.424 -0.829 -0.098
H -1.5601 -4.2112 1.9214 0.481 0.032 0.276
H 2.3862 -1.0879 0.5382 -0.146 -0.116 -0.537
N 1.0866 2.7197 -6.1194 -1.147 0.694 -0.663
H -2.7653 -6.0491 4.7379 -0.478 -0.143 -0.111
H -1.9562 -0.1353 4.4900 -0.213 0.366 0.157
H 0.9636 2.6784 -0.5831 -0.382 0.322 0.093
O -2.2117 -2.7537 3.5869 -0.229 -0.627 -0.798
H 2.1019 2.3009 -4.2994 -0.068 0.345 -0.467
H -3.4157 -3.7284 7.6062 0.271 0.646 -0.154
C 5.2800 -0.9162 0.5480 -0.769 1.910 0.240
H 5.4808 2.0860 0.5724 -0.317 -0.758 0.249
H 5.1509 -1.6726 -0.2120 0.122 -0.146 -0.092
N -1.2663 3.8724 -6.7140 1.187 2.164 0.133
H 2.5512 -2.6010 -0.3796 -0.861 0.988 -0.023
H -1.2321 -5.9551 5.6083 -0.172 -0.039 0.539
H -2.6875 2.4993 -5.9404 0.429 0.521 -0.825
C 2.1485 -1.5378 -0.4398 0.807 -1.328 0.094
H -2.7804 2.9202 -7.6981 0.501 -0.352 0.395
H 2.9581 -0.2487 -3.4606 -0.224 -0.084 -0.544
C 3.1166 3.1235 -1.6396 -0.281 0.010 0.486
H 1.8269 1.8456 0.7416 -0.553 -0.032 0.642
H -0.7298 3.5447 -2.2261 -0.418 0.095 0.403
H 0.8360 1.3922 -7.8796 0.544 0.813 0.924
C 1.1848 2.4266 -7.5518 0.526 -0.904 -1.010
H 1.0104 0.9187 -0.5897 -0.498 -0.109 0.528
H -0.4045 -5.2509 1.1660 1.116 -3.261 -0.349
H -0.0636 -3.1061 6.7259 0.135 0.709 -0.491

Record 4
13
Properties=species:S:1:pos:R:3:forces:R:3 method="wB97M-V/def2-TZVPD" total_energy_ev=-27959.23688 spin_multiplicity=1 total_charge=0 orbital_gap_ha=0.3086 smiles="CSC(=S)[C@H]1CO1" homo_ev=-8.69 e_lumo_ev=-0.29 fmax_ev_per_a=3.56
H -1.3970 -0.7077 -0.7522 0.563 -2.905 1.982
C 1.4013 -0.4477 0.1407 -0.497 2.353 -1.417
C 0.0489 1.9767 -0.2313 1.326 -0.525 -2.602
S 2.9709 -0.0453 -0.1503 -0.599 -0.241 0.541
H 0.5914 0.8082 1.6295 -1.735 -0.072 -0.995
S 0.7892 -2.0055 -0.1013 -2.037 0.181 -0.023
H 0.6008 2.0836 -1.3004 -1.249 0.173 2.681
H -1.4469 -1.7736 1.0136 0.259 0.688 -2.016
O -0.9125 0.9437 -0.2561 1.697 -0.622 2.060
H -0.4079 2.8908 0.2317 1.238 -0.748 -0.192
C 0.3852 0.6966 0.5181 0.383 1.258 -0.155
C -1.1262 -1.6787 -0.0918 -0.205 -2.591 -1.384
H -1.4971 -2.7409 -0.6501 0.857 3.051 1.521

Record 5
15
Properties=species:S:1:pos:R:3:forces:R:3 method="wB97M-V/def2-TZVPD" total_energy_ev=-10877.61385 spin_multiplicity=1 total_charge=0 orbital_gap_ha=0.3414 homo_ev=-9.73 e_lumo_ev=-0.44 fmax_ev_per_a=6.88
C -0.6013 1.7991 0.0480 -3.351 1.404 -1.000
C 0.7878 -0.3562 -0.3686 -6.596 -0.655 1.840
C -1.3272 -0.7759 0.5769 2.566 0.606 -2.546
H -1.6238 -0.6248 1.6634 0.746 -0.578 -1.470
H 0.5032 -2.0800 0.7609 0.852 -1.550 2.163
C -0.0837 -1.6218 0.0531 1.829 0.779 0.652
H -0.2342 -2.3244 -0.6995 -0.711 -1.053 -1.443
H -1.4109 2.1329 -0.7548 1.756 -0.964 0.794
H -2.1511 -1.0751 -0.1097 0.152 0.789 0.816
N 2.1460 -0.0386 -0.6179 -0.110 -2.815 0.562
C -0.3625 0.3516 0.0019 1.443 1.138 -0.118
O 2.4470 1.1036 -0.6330 0.658 2.794 -0.373
O 2.9464 -0.9762 -0.6795 -0.669 0.265 -0.199
H -1.3101 2.0647 0.8918 1.572 -0.130 -0.170
H 0.2744 2.4212 -0.1329 -0.138 -0.031 0.494

Record 6
111
Properties=species:S:1:pos:R:3:forces:R:3 method="wB97M-V/def2-TZVPD" total_energy_ev=-96129.47213 spin_multiplicity=2 total_charge=+2 orbital_gap_ha="0.2320 / 0.2419" homo_ev="-13.99 / -14.19" e_lumo_ev="-7.67 / -7.61" fmax_ev_per_a=1.66 s2=0.759
H 0.7849 -0.2551 -2.6001 0.002 0.002 -0.008
H -1.7670 -3.5294 2.5600 0.004 0.004 0.000
H -4.1946 4.2414 0.5189 -0.016 -0.091 0.020
H 2.2548 2.2766 -1.4263 0.007 -0.005 -0.002
H -2.8556 -2.3706 1.7979 0.008 -0.023 0.003
H 3.4439 -3.5270 -0.0512 0.000 0.004 0.000
Si -0.1298 3.6204 -0.0898 0.057 0.091 0.089
H -2.6607 -3.9784 1.1089 -0.004 0.004 0.002
C 1.7395 5.2771 -3.0856 0.005 -0.010 0.019
C 1.4863 4.6687 1.8842 -0.045 0.059 0.008
H 3.4683 4.0977 1.2484 0.008 0.019 -0.002
H -1.6268 6.9489 0.3513 -0.036 0.012 -0.024
H 1.9939 -2.4587 -1.7637 0.006 0.001 -0.001
C 0.0269 -1.7897 -1.3206 -0.004 0.000 0.008
C -5.6479 -1.4452 1.1004 -0.018 -0.023 -0.012
H -3.4874 5.6110 1.4093 0.011 0.002 0.006
C 0.2353 -3.3978 0.9607 -0.023 0.003 -0.023
H -3.1184 3.4253 -1.5916 -0.042 -0.108 0.030
H -2.9440 1.2887 3.1166 -0.035 0.005 0.005
C 0.6614 4.7440 3.1585 0.010 0.014 -0.004
H 1.3945 2.8873 -4.4077 0.002 -0.001 -0.003
H -5.0246 -1.3710 1.9954 0.012 0.016 -0.011
C 1.3140 -3.2954 0.0873 -0.002 0.005 -0.002
C 3.0475 0.3764 3.9332 0.008 0.043 -0.003
C -2.1350 -3.1589 1.6051 0.010 0.035 0.010
H 0.1792 -1.6764 -3.4396 -0.008 -0.012 0.003
H -0.3870 4.9330 2.9233 -0.003 0.008 0.001
O 0.9543 3.5521 1.0964 0.088 -0.119 0.021
H 1.0048 -0.6014 6.4715 0.001 0.006 0.003
S -0.5462 1.4526 -0.5009 -0.091 -0.296 0.375
C -1.8272 6.4827 -0.6147 -0.084 0.034 -0.013
H -0.8986 6.4111 -1.1801 -0.003 0.012 -0.021
C -6.4154 -6.1729 -0.3338 -0.002 0.006 0.002
O -0.1241 1.3502 2.5278 0.100 -0.130 0.013
H -1.7925 -3.9060 -2.1345 0.012 0.010 0.013
H -2.9909 -4.2152 -3.3839 -0.002 -0.001 0.002
C 1.1737 -2.5128 -1.0572 0.013 0.001 0.004
O 1.1584 -0.4331 1.2167 -0.090 -0.181 0.172
O 4.7908 -0.2910 5.8757 0.035 0.237 0.055
C 1.3768 5.9629 1.0912 -0.075 -0.003 0.021
H -3.5109 4.9973 -2.2866 -0.018 -0.006 -0.008
C 0.6977 3.0582 -3.5869 -0.009 0.010 0.002
C -2.7446 4.4355 -1.7523 0.021 0.122 -0.113
C -2.7484 -3.5694 -2.5419 -0.024 0.004 0.025
N 3.6387 -0.2987 6.2396 -0.035 -0.625 -0.184
H 1.9611 5.9102 0.1732 0.035 -0.008 -0.037
O -1.5243 4.2876 0.3566 -0.017 -0.075 0.055
H -0.1886 3.5518 -3.9864 0.003 -0.011 -0.006
H -2.5153 7.1273 -1.1618 0.010 0.013 -0.016
C -5.9339 -3.7979 0.3222 -0.032 -0.008 -0.005
C 2.5489 3.2170 -1.8989 -0.045 0.019 0.005
H 1.0249 5.5494 3.7971 0.002 0.000 0.007
C -3.5070 1.0136 1.0489 -0.112 0.092 0.202
C -5.2348 -2.6046 0.2372 0.032 0.071 0.013
H 3.0202 3.4883 2.8503 0.001 -0.074 -0.003
C 2.9403 4.3371 2.1711 -0.042 -0.005 0.000
C 1.2923 -0.1368 5.5372 -0.049 -0.003 0.020
C -3.7173 5.2151 0.4198 0.038 -0.004 -0.041
H 2.4967 5.1587 -3.8606 -0.001 0.002 -0.006
C -3.4701 1.8081 2.3188 -0.028 0.028 -0.030
O 3.2229 -0.6485 7.3190 -0.002 0.210 0.082
O -4.1689 1.3213 0.0764 -0.038 -0.089 0.012
H 1.7558 6.7920 1.6880 0.005 0.015 0.000
C 2.5769 -4.0569 0.3396 0.003 0.004 -0.001
H 0.3148 -4.0485 1.8238 -0.002 -0.007 -0.005
C -5.6226 -4.9060 -0.4631 0.006 -0.007 -0.009
H 4.0941 0.2684 3.6782 -0.006 0.001 -0.007
C -1.0412 -1.8423 -0.3775 -0.073 -0.032 0.057
N -0.9265 -0.4177 4.4851 -0.243 -0.040 -0.154
H -6.3572 -6.5602 0.6841 -0.001 0.000 0.001
H 2.7227 -4.2487 1.4011 -0.002 -0.004 0.002
H -6.0567 -6.9415 -1.0146 0.002 -0.001 -0.001
C -4.1702 -2.5533 -0.6702 0.080 -0.038 -0.023
Te -2.8907 -0.8869 -0.8867 -0.219 -0.145 0.115
H -0.9465 -0.4853 -2.7898 0.027 0.003 0.004
H -7.4682 -5.9881 -0.5501 -0.002 0.000 -0.003
H -2.9901 2.7671 2.1116 0.031 0.031 -0.026
O 0.3490 4.1921 -1.5013 0.045 -0.098 -0.108
W -0.6888 0.0187 1.2890 0.170 1.014 -1.305
O -1.5640 -0.6871 5.4462 0.080 0.034 -0.042
C 2.6213 0.0567 5.2218 -0.002 0.175 0.028
C -4.5892 -4.7928 -1.3839 -0.027 -0.015 -0.001
O 3.0449 0.7381 0.7288 -0.059 -0.027 0.068
H -1.8501 4.4027 -2.3781 -0.141 -0.007 0.069
H -2.6064 -2.5679 -2.9660 0.010 -0.013 -0.019
H -4.3619 -5.6282 -2.0358 0.004 -0.002 0.000
H 3.0249 3.8471 -1.1482 0.002 0.014 0.038
C -0.0082 -1.0040 -2.6007 -0.016 0.014 -0.006
H -6.6764 -1.5749 1.4307 0.004 -0.013 0.010
N -2.7306 -0.1492 1.0071 0.356 -0.087 -0.207
H -6.7665 -3.8597 1.0137 0.000 0.001 0.004
H -5.5992 -0.5011 0.5582 -0.032 -0.014 0.020
O -1.2965 -0.7926 3.3143 -0.142 -0.103 0.522
C -3.8490 -3.6249 -1.5114 0.048 0.105 -0.012
H -4.4295 5.8856 -0.0610 0.006 0.014 0.009
C 2.0976 0.7366 2.9942 0.032 -0.025 -0.010
H 3.2874 2.9930 -2.6687 0.001 0.005 -0.010
H 3.4314 5.1890 2.6415 -0.003 -0.005 0.012
H -4.4938 2.0092 2.6340 0.005 0.020 -0.023
C 0.7698 0.8488 3.3953 -0.037 -0.042 0.124
C -0.9725 -2.7458 0.7363 0.089 -0.099 -0.036
H 2.5296 -5.0243 -0.1661 -0.001 0.000 -0.004
H 0.8713 5.7704 -3.5225 -0.006 0.005 0.000
C 0.3693 0.2140 4.5590 0.183 0.068 0.038
C -2.4574 5.1140 -0.4229 -0.020 0.018 0.034
H 0.4060 2.0897 -3.1765 -0.018 -0.006 0.003
C 2.2214 0.4558 1.5207 0.102 0.032 0.028
H 0.3363 6.1844 0.8359 0.168 -0.027 0.067
H 2.1461 5.9167 -2.3020 0.013 0.003 -0.002
C 1.3525 3.9215 -2.5202 0.071 -0.002 0.023
H 0.7339 3.8086 3.7165 0.005 -0.007 0.001